No. 1
{"formula": "C4H13N2S", "method": "wB97M-V/def2-TZVPD", "species": ["C", "S", "C", "H", "H", "H", "H", "H", "H", "C", "C", "N", "N", "H", "H", "H", "H", "H", "H", "H"], "xyz": [[0.493, 0.008, 2.040], [2.191, -0.524, 2.262], [2.971, 0.027, 0.748], [-0.108, -0.694, 1.462], [0.456, 0.995, 1.578], [0.053, 0.076, 3.036], [4.037, -0.181, 0.817], [2.561, -0.557, -0.080], [2.798, 1.098, 0.635], [-1.271, -0.004, -1.739], [-1.972, 0.246, -0.621], [-2.654, 1.388, -0.357], [-0.409, -1.197, -1.813], [-1.331, 0.604, -2.628], [-2.091, -0.530, 0.137], [-2.939, 1.521, 0.602], [-2.229, 2.231, -0.724], [0.578, -0.930, -1.835], [-0.604, -1.854, -2.577], [-0.530, -1.722, -0.944]], "forces_ev_per_angstrom": [[0.075, 0.384, 0.485], [-0.220, 0.168, -0.306], [0.147, -0.224, 0.360], [0.285, -0.233, -0.053], [0.160, -0.036, -0.100], [0.057, -0.115, 0.039], [-0.006, 0.007, 0.109], [-0.079, 0.149, -0.015], [-0.076, -0.003, -0.122], [-0.271, 0.378, -0.100], [-0.077, -0.316, 0.106], [0.694, 0.226, 0.180], [-0.267, -0.191, 0.546], [0.353, 0.006, -0.020], [0.156, -0.001, -0.019], [-0.335, -0.125, -0.101], [-0.442, 0.009, -0.272], [-0.052, -0.102, -0.414], [-0.035, 0.222, -0.170], [-0.067, -0.205, -0.133]], "total_energy_ha": -667.18889, "de_lowest_ev": 0.798, "lumo_ev": [-7.12, -11.66], "mol_weight_g_mol": 121.23, "homo_energy_ha": [-0.601, -0.601], "total_charge": 2, "orbital_gap_ev": [9.24, 4.70], "multiplicity": 2}


No. 2
{"formula": "C4H13N3", "method": "wB97M-V/def2-TZVPD", "species": ["C", "N", "C", "C", "N", "C", "N", "H", "H", "H", "H", "H", "H", "H", "H", "H", "H", "H", "H", "H"], "xyz": [[1.487, -0.456, 0.683], [0.825, -1.472, 1.490], [0.489, 0.655, 0.300], [1.143, 2.082, -0.097], [-0.380, 0.197, -0.860], [-1.866, -0.031, -0.803], [-2.023, -1.494, -0.798], [2.425, -0.074, 1.404], [1.996, -0.809, -0.196], [-0.137, -1.708, 1.294], [1.328, -2.346, 1.235], [-0.274, 0.936, 1.132], [2.166, 1.965, -0.134], [0.579, 2.484, -0.884], [0.973, 2.487, 0.914], [-0.017, 0.460, -1.772], [-2.357, 0.600, -1.605], [-2.233, 0.403, 0.201], [-2.282, -1.926, 0.059], [-1.842, -1.953, -1.564]], "forces_ev_per_angstrom": [[0.929, 2.048, 2.703], [1.389, -1.919, -0.291], [-1.810, 1.150, -1.495], [-1.970, -2.855, 3.901], [0.046, 0.715, 0.514], [2.089, -0.055, 1.493], [-2.537, 4.838, 4.497], [-2.413, -0.394, -1.817], [-0.080, -0.299, -0.690], [-0.179, 0.648, -0.660], [-0.561, 0.544, 0.767], [1.413, -1.097, -1.026], [2.279, 0.054, -1.029], [-0.252, 0.908, -0.877], [0.133, 1.271, -0.836], [-0.214, 0.102, 0.428], [0.345, -1.306, 0.564], [0.389, -0.844, -1.480], [-0.160, -0.364, -0.053], [1.165, -3.145, -4.612]], "total_energy_ha": -324.37278, "de_lowest_ev": 2.780, "lumo_ev": 1.17, "mol_weight_g_mol": 103.17, "homo_energy_ha": -0.293, "total_charge": 0, "orbital_gap_ev": 9.14}


No. 3
{"formula": "C4H13N3", "method": "wB97M-V/def2-TZVPD", "species": ["C", "N", "C", "C", "N", "C", "N", "H", "H", "H", "H", "H", "H", "H", "H", "H", "H", "H", "H", "H"], "xyz": [[-0.920, -0.114, 1.619], [-0.073, -0.566, 0.503], [0.979, 0.080, -0.287], [1.180, -0.596, -1.622], [1.695, -1.974, -1.491], [-1.321, 1.336, 1.420], [-1.729, 1.555, 0.047], [-0.394, -0.378, 2.538], [-1.784, -0.766, 1.511], [-0.072, -1.565, 0.391], [1.963, -0.013, 0.196], [0.667, 1.125, -0.304], [0.340, -0.567, -2.327], [1.867, 0.031, -2.204], [2.264, -2.169, -2.282], [1.223, -2.384, -0.720], [-0.610, 2.060, 1.848], [-2.192, 1.576, 2.050], [-1.395, 0.838, -0.578], [-1.690, 2.491, -0.308]], "forces_ev_per_angstrom": [[1.231, -0.516, -1.244], [-0.048, -0.922, -1.142], [-0.426, -0.134, 1.549], [0.178, 0.212, -1.350], [-0.653, 3.728, 0.214], [-0.886, 0.782, 0.862], [-0.363, -0.344, 0.100], [-0.394, 0.697, 0.501], [-0.328, 0.165, 0.371], [-0.214, -0.002, 0.243], [-0.007, 0.332, 0.154], [0.510, 0.087, -0.590], [-0.769, -0.021, 0.632], [0.558, -0.207, 0.404], [0.059, -1.651, 0.358], [0.636, -1.731, -0.445], [0.606, -0.300, -0.635], [0.011, -0.498, 0.109], [0.106, 0.251, -0.062], [0.192, 0.072, -0.028]], "total_energy_ha": -324.39662, "de_lowest_ev": 2.131, "lumo_ev": 1.15, "mol_weight_g_mol": 103.17, "homo_energy_ha": -0.302, "total_charge": 0, "orbital_gap_ev": 9.35}


No. 4
{"formula": "C4H13N3", "method": "wB97M-V/def2-TZVPD", "species": ["N", "C", "C", "N", "C", "C", "N", "H", "H", "H", "H", "H", "H", "H", "H", "H", "H", "H", "H", "H"], "xyz": [[0.342, -0.166, 2.078], [1.249, 0.793, 1.469], [0.534, 1.579, 0.373], [0.395, 0.841, -0.898], [-0.838, 0.245, -1.444], [-0.790, -1.271, -1.516], [-0.803, -1.953, -0.214], [-0.522, 0.272, 2.407], [0.615, -0.578, 2.959], [1.619, 1.511, 2.224], [2.069, 0.192, 1.085], [1.216, 2.420, 0.211], [-0.383, 2.050, 0.761], [0.711, 1.525, -1.562], [-0.838, 0.504, -2.517], [-1.711, 0.853, -1.158], [0.179, -1.521, -1.953], [-1.620, -1.646, -2.111], [-1.058, -2.931, -0.252], [0.093, -1.952, 0.233]], "forces_ev_per_angstrom": [[-1.402, -0.268, 0.762], [-0.707, -0.142, 1.066], [0.481, -0.426, 0.140], [0.468, 0.699, 0.003], [0.423, 1.235, -0.966], [0.238, -0.629, 1.517], [-0.950, -0.154, 0.196], [0.029, 0.201, -0.761], [1.047, -0.160, -0.111], [0.199, -0.012, -0.312], [0.263, 0.412, -0.330], [-0.157, 0.001, -0.432], [-0.118, -0.391, -0.043], [0.131, -0.230, -0.466], [0.319, 0.032, 0.069], [-0.300, -1.082, 0.811], [-0.200, 0.272, -0.809], [0.051, 0.005, -0.152], [-0.224, 0.092, -0.452], [0.408, 0.545, 0.271]], "total_energy_ha": -324.41857, "de_lowest_ev": 1.534, "lumo_ev": 1.16, "mol_weight_g_mol": 103.17, "homo_energy_ha": -0.308, "total_charge": 0, "orbital_gap_ev": 9.55}


No. 5
{"formula": "C4H13N3", "method": "wB97M-V/def2-TZVPD", "species": ["C", "N", "C", "C", "N", "C", "N", "H", "H", "H", "H", "H", "H", "H", "H", "H", "H", "H", "H", "H"], "xyz": [[-1.560, -0.652, 0.656], [-1.854, -1.288, 1.976], [-0.226, -0.097, 0.548], [-0.268, 1.403, 0.751], [0.241, -0.237, -0.846], [1.710, -0.128, -1.121], [1.990, -0.026, -2.451], [-2.249, 0.060, -0.001], [-1.698, -1.568, 0.025], [-1.465, -0.672, 2.664], [-2.893, -1.302, 2.072], [0.483, -0.473, 1.171], [0.432, 2.143, 0.303], [-0.155, 1.666, 1.885], [-1.389, 1.664, 0.474], [-0.103, 0.671, -1.308], [2.000, 0.749, -0.447], [2.180, -1.019, -0.739], [2.979, 0.106, -2.693], [1.844, -1.000, -2.917]], "forces_ev_per_angstrom": [[-2.818, -3.049, -2.171], [-1.401, 1.508, -0.788], [1.371, 2.737, -3.255], [-2.515, 2.384, 3.142], [-0.284, 1.164, -2.743], [-1.173, 0.243, 5.088], [0.519, -1.665, -4.969], [0.489, -0.906, 2.303], [0.875, 0.794, -0.105], [-0.277, 0.281, 0.855], [1.191, -0.028, 0.320], [1.868, -1.746, 1.949], [-0.220, -1.139, -0.281], [-0.490, -0.372, -1.668], [2.447, 0.261, 0.469], [0.328, -2.022, 0.399], [0.664, -0.708, -1.322], [0.099, -0.454, 1.009], [-0.459, 0.477, 0.690], [-0.216, 2.240, 1.079]], "total_energy_ha": -324.37270, "de_lowest_ev": 2.782, "lumo_ev": 1.05, "mol_weight_g_mol": 103.17, "homo_energy_ha": -0.316, "total_charge": 0, "orbital_gap_ev": 9.65}


No. 6
{"formula": "C4H13N3", "method": "wB97M-V/def2-TZVPD", "species": ["C", "C", "C", "C", "N", "N", "N", "H", "H", "H", "H", "H", "H", "H", "H", "H", "H", "H", "H", "H"], "xyz": [[0.453, -0.219, 0.672], [-1.028, -0.016, 0.391], [-0.743, -0.361, -0.995], [0.687, -0.652, -1.159], [1.534, 0.360, -1.859], [-1.543, -0.975, -1.793], [-0.212, 1.068, 2.940], [1.121, 0.577, 0.384], [0.929, -1.044, 1.189], [-1.856, -0.693, 0.623], [-1.449, 0.951, 0.680], [1.241, -1.549, -0.922], [2.428, 0.580, -1.412], [1.026, 1.252, -1.778], [1.658, 0.266, -2.872], [-1.368, -1.397, -2.699], [-2.521, -0.923, -1.497], [0.752, 0.826, 3.192], [-0.431, 1.741, 3.675], [-0.679, 0.209, 3.242]], "forces_ev_per_angstrom": [[1.568, -0.636, -2.698], [-0.507, 1.106, -0.450], [-0.667, -2.545, -2.646], [1.989, 0.947, 2.868], [-1.134, 1.440, 0.662], [-1.865, 1.006, 0.768], [0.636, -0.720, 0.706], [-0.387, 1.048, 1.855], [-0.430, 0.196, 0.491], [0.639, -0.443, 1.034], [0.467, 0.235, -0.124], [-0.785, -0.889, -1.374], [0.401, -0.521, -0.053], [0.161, 0.190, -0.143], [0.218, -0.623, -0.032], [0.466, -0.070, 0.075], [-0.184, -0.379, -0.550], [0.025, 0.270, -0.198], [-0.304, 0.127, -0.290], [-0.309, 0.263, 0.099]], "total_energy_ha": -323.69765, "de_lowest_ev": 5.315, "lumo_ev": -9.58, "mol_weight_g_mol": 103.17, "homo_energy_ha": -0.634, "total_charge": 2, "orbital_gap_ev": 7.66}